Entry 1:
A molecular structure, C6H16NO in a non-equilibrium geometry, computed with ωB97M-V/def2-TZVPD.

XYZ file:
```
24
Properties=species:S:1:pos:R:3
C 2.401 -0.673 -1.071
C 1.972 0.886 0.784
C -2.163 -0.601 -1.219
C -1.343 -0.822 1.373
C 1.588 -0.486 0.120
C -1.201 -0.284 -0.084
N -1.385 1.538 0.210
O 0.000 -0.364 -0.657
H 2.330 0.212 -1.659
H 3.562 -0.773 -0.913
H 2.096 -1.468 -1.692
H 1.260 1.511 0.152
H 3.025 0.947 0.657
H 1.941 0.980 1.899
H -2.855 0.163 -1.383
H -1.617 -0.870 -2.191
H -2.671 -1.485 -0.976
H -1.553 -1.959 1.287
H -0.481 -0.577 1.982
H -2.174 -0.225 1.960
H 1.467 -1.407 0.767
H -2.209 1.790 0.735
H -1.361 1.907 -0.727
H -0.630 2.057 0.649
```

Computed properties:
E_LUMO, eV: -2.902
Multiplicity: 1
Kohn-Sham gap, eV: 12.0
Charge: +1
HOMO level, Ha: -0.54929

The molecule's Mulliken atomic charges, reported in e, are given here: number 1, C, carries -1.45; number 2, C, carries -0.98; number 3, C, carries -1.22; number 4, C, carries -1.31; number 5, C, carries 0.51; number 6, C, carries 1.16; number 7, N, carries -0.59; number 8, O, carries -0.47; number 9, H, carries 0.40; number 10, H, carries 0.35; number 11, H, carries 0.40; number 12, H, carries 0.22; number 13, H, carries 0.39; number 14, H, carries 0.24; number 15, H, carries 0.35; number 16, H, carries 0.33; number 17, H, carries 0.35; number 18, H, carries 0.33; number 19, H, carries 0.36; number 20, H, carries 0.35; number 21, H, carries 0.36; number 22, H, carries 0.32; number 23, H, carries 0.34; number 24, H, carries 0.28


Entry 2:
A molecular structure, C36H37NP2PbS in a non-equilibrium geometry, computed with ωB97M-V/def2-TZVPD.

XYZ file:
```
78
Properties=species:S:1:pos:R:3
Pb -0.575 2.610 -1.700
C -2.039 1.512 -3.076
C -2.042 0.194 -2.635
C -1.310 -0.932 -3.250
C 0.090 -0.560 -3.827
C 0.882 0.381 -3.015
C 0.920 1.757 -3.150
C 0.102 2.531 -4.215
C -1.362 2.010 -4.362
C 1.705 0.109 3.127
H -2.917 2.108 -2.744
H -2.857 -0.105 -1.963
H -1.930 -1.363 -4.069
H -1.188 -1.745 -2.506
H 0.654 -1.504 -3.907
H -0.035 -0.189 -4.851
H 1.627 -0.101 -2.386
H 1.818 2.273 -2.766
H 0.669 2.528 -5.166
H 0.048 3.605 -3.928
H -2.014 2.832 -4.703
H -1.411 1.207 -5.106
H 0.932 0.892 3.157
H 2.541 0.394 3.787
H 1.283 -0.838 3.509
P -1.651 -0.906 1.632
P 2.297 -0.054 1.455
C -0.249 -1.178 0.456
C 1.051 -0.749 0.354
C -2.519 -2.457 1.586
C -2.791 -3.189 0.430
C -3.606 -4.312 0.537
C -4.124 -4.696 1.774
C -3.821 -3.967 2.927
C -3.012 -2.849 2.839
C -3.000 0.133 0.861
C -2.505 1.330 0.335
C -3.347 2.416 0.068
C -4.735 2.253 0.204
C -5.266 1.031 0.582
C -4.397 0.002 0.961
C 3.757 -1.161 1.582
C 3.549 -2.500 1.965
C 4.619 -3.369 2.216
C 5.939 -2.952 2.029
C 6.161 -1.654 1.562
C 5.089 -0.778 1.323
C 2.869 1.543 0.796
C 2.967 2.650 1.657
C 3.183 3.920 1.135
C 3.358 4.100 -0.239
C 3.400 2.986 -1.078
C 3.165 1.710 -0.566
H -0.546 -1.877 -0.348
H 1.500 -0.963 -0.633
H -2.392 -2.894 -0.537
H -3.829 -4.892 -0.355
H -4.771 -5.568 1.838
H -4.221 -4.273 3.889
H -2.754 -2.252 3.711
H -1.397 1.332 0.217
H -2.927 3.411 -0.173
H -5.397 3.085 0.007
H -6.337 0.849 0.534
H -4.804 -0.957 1.260
H 2.526 -2.857 2.087
H 4.419 -4.384 2.559
H 6.770 -3.644 2.204
H 7.190 -1.331 1.391
H 5.303 0.224 0.942
H 2.851 2.513 2.735
H 3.219 4.774 1.807
H 3.501 5.100 -0.651
H 3.613 3.105 -2.142
H 3.234 0.845 -1.229
S -2.175 0.677 4.974
C -1.529 1.298 3.631
N -1.020 1.766 2.647
```

Computed properties:
E_LUMO, eV: -7.936
Multiplicity: 1
Kohn-Sham gap, eV: 3.1
Charge: +2
HOMO level, Ha: -0.40415

The molecule's Mulliken atomic charges, reported in e, are given here: number 1, Pb, carries 0.99; number 2, C, carries -0.33; number 3, C, carries -0.19; number 4, C, carries -0.32; number 5, C, carries -1.49; number 6, C, carries 0.46; number 7, C, carries -0.31; number 8, C, carries -1.03; number 9, C, carries -0.87; number 10, C, carries -1.38; number 11, H, carries 0.77; number 12, H, carries 0.48; number 13, H, carries 0.50; number 14, H, carries 0.02; number 15, H, carries 0.56; number 16, H, carries 0.32; number 17, H, carries 0.56; number 18, H, carries 0.07; number 19, H, carries 0.44; number 20, H, carries 0.51; number 21, H, carries 0.43; number 22, H, carries 0.27; number 23, H, carries 0.39; number 24, H, carries 0.53; number 25, H, carries 0.45; number 26, P, carries 0.71; number 27, P, carries 1.70; number 28, C, carries -0.92; number 29, C, carries -0.12; number 30, C, carries 0.19; number 31, C, carries 0.02; number 32, C, carries -0.67; number 33, C, carries -0.58; number 34, C, carries -0.62; number 35, C, carries -0.27; number 36, C, carries 0.51; number 37, C, carries 0.28; number 38, C, carries -0.38; number 39, C, carries -0.76; number 40, C, carries -0.83; number 41, C, carries -0.67; number 42, C, carries 0.19; number 43, C, carries -0.53; number 44, C, carries -0.66; number 45, C, carries -0.49; number 46, C, carries -0.68; number 47, C, carries -0.25; number 48, C, carries -0.10; number 49, C, carries -0.53; number 50, C, carries -0.74; number 51, C, carries -0.67; number 52, C, carries -0.87; number 53, C, carries -0.11; number 54, H, carries 0.28; number 55, H, carries 0.44; number 56, H, carries 0.17; number 57, H, carries 0.42; number 58, H, carries 0.40; number 59, H, carries 0.45; number 60, H, carries 0.36; number 61, H, carries -0.44; number 62, H, carries 0.59; number 63, H, carries 0.44; number 64, H, carries 0.44; number 65, H, carries 0.42; number 66, H, carries 0.37; number 67, H, carries 0.40; number 68, H, carries 0.40; number 69, H, carries 0.40; number 70, H, carries 0.35; number 71, H, carries 0.42; number 72, H, carries 0.47; number 73, H, carries 0.48; number 74, H, carries 0.65; number 75, H, carries 0.79; number 76, S, carries -0.43; number 77, C, carries 0.53; number 78, N, carries -0.79


Entry 3:
2 unconnected molecules or ions with the total composition CH3O3S in a non-equilibrium geometry, computed with ωB97M-V/def2-TZVPD.

XYZ file:
```
8
Properties=species:S:1:pos:R:3
C -2.043 -1.722 -0.534
O 3.873 2.253 0.597
O 3.325 0.377 -1.163
O -3.080 -2.382 -0.498
S 2.753 0.995 0.075
H -1.923 -0.847 -1.187
H -1.167 -1.963 0.082
H 3.319 2.866 1.082
```

Computed properties:
E_LUMO, eV: 3.060
Multiplicity: 1
Kohn-Sham gap, eV: 4.3
Charge: -1
HOMO level, Ha: -0.04430

The molecule's Mulliken atomic charges, reported in e, are given here: number 1, C, carries -0.02; number 2, O, carries -0.52; number 3, O, carries -0.60; number 4, O, carries -0.43; number 5, S, carries -0.14; number 6, H, carries 0.23; number 7, H, carries 0.23; number 8, H, carries 0.26


Entry 4:
A molecular structure, C12H26AuO3S3, computed with ωB97M-V/def2-TZVPD.

XYZ file:
```
45
Properties=species:S:1:pos:R:3
Au 0.276 -0.005 -0.012
C -1.752 1.731 -2.013
O -0.715 1.845 -1.010
C 0.332 2.786 -1.375
C 1.283 2.193 -2.387
O 1.723 0.941 -1.857
C 2.116 -0.031 -2.829
C 1.886 -1.385 -2.204
O 0.536 -1.497 -1.674
C -0.469 -1.723 -2.692
H -2.196 2.712 -2.174
H -2.506 1.050 -1.625
H -1.354 1.349 -2.952
H 0.854 3.022 -0.448
H -0.131 3.696 -1.756
H 2.125 2.872 -2.539
H 0.796 2.035 -3.353
H 3.170 0.080 -3.092
H 1.524 0.096 -3.739
H 2.548 -1.541 -1.352
H 2.046 -2.189 -2.923
H -0.213 -2.631 -3.237
H -0.527 -0.882 -3.381
H -1.420 -1.861 -2.184
C -1.482 -2.401 2.097
C 0.007 -2.751 2.264
S 1.263 -1.724 1.428
C 1.889 -0.607 2.714
C 0.887 0.393 3.257
S 0.138 1.418 1.948
C -1.598 1.515 2.463
C -2.484 0.284 2.213
S -2.088 -1.142 3.230
H -2.061 -3.290 2.377
H -1.738 -2.124 1.076
H 0.141 -3.738 1.817
H 0.304 -2.842 3.311
H 2.742 -0.113 2.242
H 2.288 -1.224 3.522
H 1.384 1.080 3.947
H 0.091 -0.097 3.824
H -2.021 2.338 1.884
H -1.600 1.826 3.509
H -2.495 -0.015 1.167
H -3.505 0.549 2.522
```

Computed properties:
E_LUMO (alpha / beta), eV: -9.508 / -14.170
Multiplicity: 3
Kohn-Sham gap (alpha / beta), eV: 9.1 / 5.2
Charge: +3
HOMO level (alpha / beta), Ha: -0.68548 / -0.71236
Expectation value of S²: 2.008

The molecule's Mulliken atomic charges, reported in e, are given here: number 1, Au, carries 1.17; number 2, C, carries -0.78; number 3, O, carries -0.23; number 4, C, carries -0.70; number 5, C, carries -0.45; number 6, O, carries -0.26; number 7, C, carries -0.44; number 8, C, carries -0.65; number 9, O, carries -0.29; number 10, C, carries -0.73; number 11, H, carries 0.32; number 12, H, carries 0.28; number 13, H, carries 0.27; number 14, H, carries 0.21; number 15, H, carries 0.48; number 16, H, carries 0.36; number 17, H, carries 0.43; number 18, H, carries 0.37; number 19, H, carries 0.43; number 20, H, carries 0.20; number 21, H, carries 0.47; number 22, H, carries 0.32; number 23, H, carries 0.27; number 24, H, carries 0.29; number 25, C, carries -0.43; number 26, C, carries -0.87; number 27, S, carries 0.08; number 28, C, carries -0.91; number 29, C, carries -0.55; number 30, S, carries 0.02; number 31, C, carries -0.83; number 32, C, carries -0.27; number 33, S, carries 0.35; number 34, H, carries 0.51; number 35, H, carries 0.19; number 36, H, carries 0.49; number 37, H, carries 0.55; number 38, H, carries 0.38; number 39, H, carries 0.55; number 40, H, carries 0.51; number 41, H, carries 0.29; number 42, H, carries 0.46; number 43, H, carries 0.56; number 44, H, carries 0.06; number 45, H, carries 0.51


Entry 5:
C16H17N3O2 in the gas phase in a non-equilibrium geometry, computed with ωB97M-V/def2-TZVPD.

XYZ file:
```
38
Properties=species:S:1:pos:R:3
N -0.089 4.473 2.026
C -0.368 3.465 1.549
C -0.700 2.237 0.977
N -2.005 1.812 0.823
C -1.939 0.646 0.295
C -3.084 -0.247 -0.059
O -2.845 -1.005 -1.219
C -1.942 -2.032 -1.179
C -1.629 -2.596 -2.416
C -0.736 -3.644 -2.500
C -0.137 -4.145 -1.354
C -0.452 -3.593 -0.127
C -1.350 -2.543 -0.030
O -0.657 0.223 0.060
C 0.131 1.233 0.489
N 1.461 1.120 0.369
C 2.338 2.179 0.825
C 3.698 2.027 0.156
C 4.364 0.705 0.556
C 3.314 -0.390 0.783
C 2.069 -0.127 -0.056
H -3.340 -0.893 0.795
H -3.948 0.384 -0.281
H -2.103 -2.192 -3.296
H -0.502 -4.069 -3.464
H 0.567 -4.961 -1.419
H 0.005 -3.979 0.773
H -1.571 -2.133 0.944
H 1.891 3.142 0.567
H 2.448 2.145 1.918
H 4.330 2.869 0.437
H 3.558 2.066 -0.925
H 5.058 0.403 -0.230
H 4.943 0.842 1.470
H 3.021 -0.416 1.834
H 3.721 -1.369 0.528
H 2.333 -0.072 -1.120
H 1.342 -0.933 0.066
```

Computed properties:
E_LUMO, eV: 0.581
Multiplicity: 1
Kohn-Sham gap, eV: 8.5
HOMO level, Ha: -0.29081

The molecule's Mulliken atomic charges, reported in e, are given here: number 1, N, carries -0.57; number 2, C, carries 0.10; number 3, C, carries 0.59; number 4, N, carries -0.72; number 5, C, carries 0.71; number 6, C, carries -0.76; number 7, O, carries -0.48; number 8, C, carries 0.83; number 9, C, carries -0.63; number 10, C, carries -0.38; number 11, C, carries -0.66; number 12, C, carries -0.60; number 13, C, carries -0.23; number 14, O, carries -0.23; number 15, C, carries 0.44; number 16, N, carries 0.10; number 17, C, carries -0.85; number 18, C, carries -0.98; number 19, C, carries -0.47; number 20, C, carries -0.80; number 21, C, carries -0.21; number 22, H, carries 0.23; number 23, H, carries 0.37; number 24, H, carries 0.42; number 25, H, carries 0.38; number 26, H, carries 0.40; number 27, H, carries 0.41; number 28, H, carries 0.33; number 29, H, carries 0.62; number 30, H, carries 0.30; number 31, H, carries 0.40; number 32, H, carries 0.31; number 33, H, carries 0.31; number 34, H, carries 0.28; number 35, H, carries 0.30; number 36, H, carries 0.37; number 37, H, carries 0.14; number 38, H, carries 0.21


Entry 6:
A gas-phase ion, C4H8NO3 (charge -1) in a non-equilibrium geometry, computed with ωB97M-V/def2-TZVPD.

XYZ file:
```
16
Properties=species:S:1:pos:R:3
O 0.187 -0.495 -1.508
C -0.025 -0.486 -0.262
C 1.013 -0.404 0.912
C 1.813 0.735 0.537
O 2.876 0.116 -0.317
N -1.291 -0.337 0.064
C -2.584 -0.040 -0.814
O -3.322 0.814 -0.118
H 0.520 -0.316 1.983
H 1.568 -1.461 0.915
H 1.279 1.607 -0.042
H 2.395 1.220 1.343
H 2.370 -0.198 -1.181
H -1.499 0.032 1.077
H -2.987 -1.088 -0.837
H -2.316 0.301 -1.753
```

Computed properties:
E_LUMO, eV: 3.704
Multiplicity: 1
Kohn-Sham gap, eV: 6.8
Charge: -1
HOMO level, Ha: -0.11247

The molecule's Mulliken atomic charges, reported in e, are given here: number 1, O, carries -0.75; number 2, C, carries 0.51; number 3, C, carries -0.31; number 4, C, carries -0.38; number 5, O, carries -0.59; number 6, N, carries -0.22; number 7, C, carries -0.33; number 8, O, carries -0.88; number 9, H, carries 0.28; number 10, H, carries 0.20; number 11, H, carries 0.21; number 12, H, carries 0.27; number 13, H, carries 0.36; number 14, H, carries 0.23; number 15, H, carries 0.15; number 16, H, carries 0.25


What did we get for E_tot? Answer: -367.875783 -2721.732867 -663.769348 -2027.632088 -934.618239 -437.658122 a.u., in the order shown.
What did we get for ΔE to the lowest compared entry with this formula, charge and spin? Answer: 66.93 0.00 64.01 0.00 56.06 92.47 kcal per mole, in the order shown.